ORCA calculation (the ωB97M-V functional and the def2-TZVPD basis) on C29H53BO2P2Sn as an isolated structure in a non-equilibrium geometry.

## Properties
Total energy (eV): -60095.11206
Highest occupied orbital energy (eV): -12.434
Gap between HOMO and LUMO (eV): 4.94
Charge: +2
Lowest unoccupied orbital energy (eV): -7.5

Cartesian coordinates (Å):
Sn  0.00000  0.00000  0.00000
C  1.03433  2.02622  -0.28931
C  -0.17226  1.92744  -1.07546
C  -0.76507  1.76545  1.15613
C  0.68993  1.87235  1.07690
C  -1.29292  1.81107  -0.15947
C  2.39656  2.33342  -0.82582
H  2.52471  1.96288  -1.84634
H  3.18300  1.90224  -0.20059
H  2.54736  3.42066  -0.84714
C  1.60591  1.92886  2.25769
H  2.64909  1.80015  1.95736
H  1.35216  1.13511  2.96724
H  1.51687  2.89582  2.77071
C  -1.55519  1.76161  2.42425
H  -1.64633  2.79089  2.79783
H  -1.06792  1.14972  3.18561
H  -2.56129  1.36593  2.26635
C  -2.74245  1.88310  -0.52767
H  -3.08207  2.92734  -0.53297
H  -3.36168  1.33346  0.18566
H  -2.92972  1.47633  -1.52521
C  -0.28854  2.22586  -2.53931
H  -0.52459  3.28789  -2.68978
H  -1.08382  1.64211  -3.01053
H  0.64377  2.01631  -3.06832
C  1.39980  -1.71375  -0.20771
C  1.65022  -0.79153  -1.23412
C  1.23824  -0.99357  -2.67810
C  -0.22433  -1.45292  -2.79189
C  -1.08157  -0.88164  -1.66551
C  -1.39786  -1.59585  -0.48526
C  -0.83909  -2.96814  -0.18278
C  0.69413  -3.04793  -0.39163
H  1.91757  -1.71039  -3.16591
H  -0.28590  -2.54573  -2.77803
H  1.36291  -0.04466  -3.21040
H  0.92508  -3.44459  -1.38697
H  2.02618  -1.64087  0.67457
H  2.50654  -0.13707  -1.09370
H  1.11035  -3.75734  0.32914
H  -1.06430  -3.19645  0.86062
H  -2.33924  -1.36462  0.00976
H  -1.34323  -3.72706  -0.80156
H  -0.63804  -1.13526  -3.75534
H  -1.81022  -0.14474  -1.99080
P  -0.53899  -5.38243  -3.94892
C  0.72644  -6.51769  -3.20363
C  -0.07623  -5.54786  -5.73577
P  -3.61170  -5.59096  -3.77992
C  -2.00769  -6.52926  -3.92169
C  -4.23951  -5.83152  -5.51022
C  -4.62350  -6.87780  -2.91115
H  0.50624  -6.66489  -2.14152
H  1.71663  -6.05649  -3.28149
H  0.74829  -7.49409  -3.70284
H  0.04424  -6.59705  -6.03245
H  0.86176  -5.01466  -5.92018
H  -0.85821  -5.09334  -6.35112
H  -4.59880  -7.84130  -3.43507
H  -5.66139  -6.53757  -2.83839
H  -4.23380  -7.01512  -1.89829
H  -1.89594  -7.21538  -3.07075
H  -2.03630  -7.12709  -4.84320
H  -5.27094  -5.46907  -5.57446
H  -4.21255  -6.88464  -5.81529
H  -3.63215  -5.24299  -6.20532
C  2.20459  -1.40908  5.09832
C  1.17393  -1.84475  4.02622
C  1.40798  -3.34816  3.74690
O  1.44189  -1.15374  2.84382
B  0.11023  -0.96306  2.24583
O  -0.99955  -1.30547  3.14958
C  -0.32493  -1.49331  4.38827
C  -1.02940  -2.59740  5.19914
C  -0.43001  -0.19802  5.25130
H  2.01136  -1.91221  6.06886
H  2.19482  -0.30899  5.25310
H  3.23639  -1.65732  4.76723
H  2.44738  -3.51496  3.39721
H  1.26442  -3.94920  4.67072
H  0.71553  -3.71882  2.95876
H  -0.49515  -2.77496  6.16048
H  -2.07396  -2.29829  5.42994
H  -1.07908  -3.54655  4.63320
H  0.13045  0.65254  4.82274
H  -1.49294  0.09915  5.38406
H  -0.00353  -0.35709  6.26624

=====

ORCA calculation (the ωB97M-V functional and the def2-TZVPD basis) on a 2-piece molecular cluster, C29H53ClNO9S2 overall in a non-equilibrium geometry.

## Properties
Total energy (eV): -85030.76372
Highest occupied orbital energy (eV): -11.796
Gap between HOMO and LUMO (eV): 8.75
Charge: +1
Lowest unoccupied orbital energy (eV): -3.0

Cartesian coordinates (Å):
C  1.15644  1.43036  4.42186
C  0.92172  2.23696  3.14272
C  0.70537  1.31082  1.93869
O  -0.64879  1.51437  1.52538
N  -1.15614  0.89662  0.36857
S  -2.70044  2.00468  0.22916
C  -4.08228  1.39821  1.17956
O  -2.36739  3.23854  0.86419
O  -3.02917  2.13532  -1.15310
C  -0.33592  1.18176  -0.85790
C  0.06977  2.64411  -1.01770
C  0.21609  2.95801  -2.51762
C  0.89452  0.24057  -1.09671
O  2.07544  0.94681  -1.39421
C  3.20689  0.84324  -0.56616
C  4.14524  -0.33056  -0.91237
O  3.93896  -0.74442  -2.22998
C  4.35664  -2.08102  -2.46106
C  5.80032  -2.36168  -2.05285
C  1.05597  -0.91923  -0.12587
C  -0.28679  -1.54552  0.23939
O  0.00093  -2.44072  1.31072
C  -1.49698  -0.59144  0.58235
C  -1.83888  -0.77243  2.08886
C  -2.88228  -1.80515  2.51522
C  -2.56683  -3.29517  2.43366
C  -3.57298  -4.06112  3.33133
S  -3.89013  -5.71238  2.71184
O  -3.01677  -5.99404  1.62018
O  -3.88708  -6.60848  3.81830
Cl  -5.81402  -5.57440  2.05880
C  -2.66726  -1.14719  -0.29386
C  -2.72641  -0.94336  -1.81143
C  -1.68460  -1.33079  -2.66944
C  -1.73953  -1.17952  -4.05490
C  -2.87079  -0.63038  -4.64924
C  -3.93264  -0.28244  -3.82773
C  -3.88856  -0.43624  -2.42962
C  -5.16138  -0.04062  -1.70983
H  0.24712  0.91940  4.72593
H  1.55336  2.05209  5.21396
H  1.91088  0.67738  4.20511
H  0.08334  2.91976  3.23722
H  1.82314  2.81228  2.95726
H  0.86473  0.29293  2.27743
H  1.41776  1.57545  1.16927
H  -4.04467  0.38469  1.55160
H  -4.93727  1.47794  0.51873
H  -4.25435  2.05898  2.01820
H  -0.97975  1.02307  -1.71616
H  0.96462  2.91585  -0.47241
H  -0.68968  3.34131  -0.68128
H  0.47986  2.07123  -3.08472
H  0.93403  3.74889  -2.68896
H  -0.74612  3.27995  -2.90686
H  0.68340  -0.25802  -2.03936
H  3.03880  0.80484  0.50788
H  3.79005  1.74304  -0.72502
H  3.94237  -1.15497  -0.21784
H  5.16240  0.00433  -0.70642
H  3.69980  -2.73313  -1.87522
H  4.23704  -2.29453  -3.51482
H  6.25964  -3.13344  -2.65812
H  5.87852  -2.60201  -0.99863
H  6.38233  -1.45330  -2.20159
H  1.62292  -1.68560  -0.64281
H  1.58494  -0.70351  0.79242
H  -0.53905  -2.20059  -0.57740
H  -0.25541  -3.33181  1.06418
H  -2.26984  0.15738  2.45711
H  -0.94196  -0.82942  2.69003
H  -3.86299  -1.63169  2.07443
H  -3.05333  -1.60153  3.57347
H  -2.64918  -3.73265  1.44454
H  -1.59181  -3.48289  2.86325
H  -4.50876  -3.51266  3.33658
H  -3.18409  -4.19013  4.33150
H  -2.59454  -2.22100  -0.14855
H  -3.65178  -0.91717  0.08353
H  -0.78360  -1.78006  -2.28743
H  -0.91417  -1.49562  -4.67155
H  -2.91669  -0.49751  -5.71680
H  -4.81859  0.12272  -4.29056
H  -5.14715  1.02992  -1.53405
H  -5.36697  -0.60998  -0.81034
H  -5.99761  -0.22248  -2.37548
C  6.34919  5.07835  -0.54439
C  6.13673  3.66622  -0.03616
O  4.88999  3.53377  0.65342
H  6.32041  5.78706  0.28307
H  7.30907  5.17130  -1.05265
H  5.55962  5.35993  -1.24533
H  6.91294  3.39300  0.67575
H  6.16768  2.95276  -0.86807
H  4.19239  3.76782  0.03389

=====

ORCA calculation (the ωB97M-V functional and the def2-TZVPD basis) on a 3-piece molecular cluster, C29H54FN7O5P2 overall in a non-equilibrium geometry.

## Properties
Total energy (eV): -72906.10562
Highest occupied orbital energy (eV): -7.640
Gap between HOMO and LUMO (eV): 7.12
Lowest unoccupied orbital energy (eV): -0.5
Structure (SMILES): C=CN1C(=O)c2cc([C@H](C)CCC)cc(CC(=O)F)c2C1=O.CN(C)P(=O)(N(C)C)N(C)C.CN(C)P(=O)(N(C)C)N(C)C

Cartesian coordinates (Å):
C  -6.09163  -7.10397  3.96310
C  -4.84720  -7.68384  4.12575
N  -4.04498  -8.11751  3.04574
C  -3.96724  -7.24677  1.93145
O  -4.85327  -6.78280  1.27561
C  -2.46800  -7.06238  1.74662
C  -1.77544  -6.23079  0.92783
C  -0.38042  -6.20991  0.95801
C  0.32715  -5.22817  0.04794
C  1.46519  -5.84356  -0.80063
C  0.76267  -3.94717  0.82246
C  1.66441  -4.21539  2.03535
C  2.12093  -2.92456  2.74343
C  0.24703  -7.06906  1.83142
C  -0.43183  -7.93111  2.68035
C  0.33757  -8.81680  3.64080
C  0.59890  -10.22854  3.14497
O  0.36936  -11.17651  3.83913
F  1.14224  -10.44082  1.92532
C  -1.79679  -7.90965  2.62503
C  -2.80491  -8.68993  3.44073
O  -2.64871  -9.55220  4.26115
H  -6.93043  -7.74178  3.68435
H  -6.20601  -6.02521  4.06339
H  -4.40770  -7.82560  5.12021
H  -2.29271  -5.55148  0.25465
H  -0.43207  -4.87316  -0.65999
H  1.33895  -6.92309  -0.93315
H  2.47281  -5.60732  -0.44748
H  1.37952  -5.41593  -1.80769
H  -0.17643  -3.52356  1.21532
H  1.16345  -3.20599  0.12193
H  2.51488  -4.81879  1.68303
H  1.12497  -4.80284  2.78666
H  2.76235  -3.23146  3.57870
H  2.64173  -2.22854  2.08167
H  1.22811  -2.47187  3.18999
H  1.33414  -7.08521  1.89841
H  -0.09448  -8.86784  4.63868
H  1.32330  -8.34429  3.77827
O  1.01688  0.47449  -0.54772
P  2.10183  1.27280  0.15447
N  1.05050  2.47207  0.82055
C  1.44141  3.82135  1.17438
C  0.12992  1.96026  1.83246
N  2.83572  1.87241  -1.30587
C  2.19114  2.96796  -2.01705
C  3.17254  0.80859  -2.24700
N  3.46575  1.88590  1.12974
C  4.69830  2.40434  0.54277
C  3.82959  0.89998  2.17370
H  1.94491  3.87515  2.14981
H  0.55207  4.45574  1.22255
H  2.09878  4.27482  0.43621
H  0.64007  1.79397  2.79347
H  -0.30808  1.01289  1.51723
H  -0.69571  2.65583  1.99578
H  1.11298  2.80852  -2.13267
H  2.62325  3.10674  -3.00934
H  2.35451  3.91718  -1.50490
H  2.30033  0.46060  -2.81035
H  3.59689  -0.05278  -1.72168
H  3.92887  1.15789  -2.95467
H  5.22874  1.66352  -0.06083
H  5.36752  2.72772  1.34695
H  4.50669  3.28710  -0.06101
H  4.32196  0.02033  1.74689
H  2.93314  0.56889  2.70811
H  4.49461  1.34676  2.91472
O  0.52833  6.07780  -3.79907
P  -0.73899  6.87836  -3.53785
N  -0.53757  6.99011  -1.82487
C  -1.61403  7.13471  -0.86637
C  0.58673  7.82571  -1.41083
N  -1.80588  5.55411  -3.92695
C  -1.98806  4.48440  -2.95533
C  -1.53263  4.97717  -5.24016
N  -2.12998  7.99689  -3.49922
C  -3.46866  7.62545  -3.94950
C  -1.76781  9.28271  -4.13970
H  -1.97293  8.16996  -0.78413
H  -1.26418  6.82394  0.12185
H  -2.46959  6.50490  -1.09845
H  0.35044  8.89589  -1.50871
H  1.46889  7.62046  -2.01786
H  0.85912  7.62591  -0.37228
H  -1.04053  4.12433  -2.53777
H  -2.50191  3.63723  -3.41342
H  -2.63678  4.80216  -2.13700
H  -0.67281  4.29951  -5.22558
H  -1.32626  5.76335  -5.97251
H  -2.40618  4.42579  -5.59804
H  -3.50058  7.33799  -5.00331
H  -4.14064  8.47890  -3.81095
H  -3.87862  6.82024  -3.34627
H  -1.67451  9.18254  -5.22529
H  -0.81434  9.64566  -3.74300
H  -2.51455  10.04826  -3.92261